Model P:
The following is a DFT calculation (ωB97M-V/def2-TZVPD) of an isolated ion of composition C3H2NOS2 and charge -1.

XYZ file:
```
9
C3H2NOS2 ωB97M-V/def2-TZVPD
C 0.50 1.60 0.47
C -0.47 0.00 -0.69
C 0.16 -0.79 0.28
N -0.20 1.38 -0.57
O 0.04 -2.14 0.44
S -1.54 -0.50 -1.94
S 0.95 0.22 1.45
H 0.69 2.47 1.09
H -0.13 -2.24 -0.52
```

**Total charge**: -1
**Structure (SMILES)**: Oc1scnc1[S-]
**E_LUMO**: 3.16 eV

These are the natural (NBO) partial charges, in e, on atoms 1 to 6: -0.145 -0.113 -0.011 -0.423 -0.691 -0.541

***

Model Q:
The following is a DFT calculation (ωB97M-V/def2-TZVPD) of C3H2NOS2 as an isolated structure.

XYZ file:
```
9
C3H2NOS2 ωB97M-V/def2-TZVPD
C -0.86 0.98 0.09
C -3.75 0.70 0.42
C -0.55 -0.14 0.94
N -2.69 1.20 0.64
O -4.81 0.21 0.14
S -0.29 2.34 -0.50
S -0.48 -0.93 -0.63
H 0.38 0.02 1.58
H -1.27 -0.62 1.45
```

**Total charge**: -1
**E_LUMO**: 3.44 eV

These are the natural (NBO) partial charges, in e, on atoms 1 to 6: 0.001 0.753 -0.603 -0.694 -0.646 -0.077

***

Most stable structure: model P

***

Model P:
The following is a DFT calculation (ωB97M-V/def2-TZVPD) of a 2-piece molecular cluster, C3H3OP overall.

XYZ file:
```
8
C3H3OP ωB97M-V/def2-TZVPD
C -1.08 -0.98 -0.13
C -1.34 0.32 -0.24
C -0.58 -0.14 0.90
O 2.15 0.95 0.00
P 2.30 -0.54 -0.39
H -1.29 -2.12 -0.40
H -2.00 1.07 -0.62
H 1.84 1.43 0.88
```

**E_LUMO (spin up / spin down)**: -0.13 / -0.21 eV

These are the Löwdin partial charges, in e, on atoms 1 to 6: -0.157 -0.087 -0.052 -0.645 0.592 0.142

***

Model Q:
The following is a DFT calculation (ωB97M-V/def2-TZVPD) of a 2-piece molecular cluster, C3H3OP overall.

XYZ file:
```
8
C3H3OP ωB97M-V/def2-TZVPD
C -0.70 0.35 0.46
C -1.62 -0.62 0.26
C 0.56 0.29 -0.27
O -2.26 -1.45 -0.27
P 3.02 -0.63 0.06
H -0.83 1.02 1.31
H 1.19 1.19 -0.16
H 0.64 -0.16 -1.38
```

**E_LUMO (spin up / spin down)**: -1.07 / -1.08 eV

These are the natural (NBO) partial charges, in e, on atoms 1 to 6: -0.588 0.754 -0.480 -0.417 0.010 0.266

***

Model R:
The following is a DFT calculation (ωB97M-V/def2-TZVPD) of C3H3OP in the gas phase.

XYZ file:
```
8
C3H3OP ωB97M-V/def2-TZVPD
C 1.29 1.16 0.08
C 1.66 -0.08 -0.09
C -0.02 0.66 0.14
O -1.94 -1.26 0.09
P -1.64 0.39 -0.01
H 1.67 2.02 0.40
H 1.71 -1.18 -0.36
H -2.72 -1.72 -0.25
```

**Structure (SMILES)**: OP=c1cc1
**E_LUMO**: 0.45 eV

These are the natural (NBO) partial charges, in e, on atoms 1 to 6: -0.231 -0.116 -0.568 -1.024 0.932 0.204

***

Most stable structure: model R

***

Model P:
The following is a DFT calculation (ωB97M-V/def2-TZVPD) of a 2-piece molecular cluster, CH2N2O2S overall.

XYZ file:
```
8
CH2N2O2S ωB97M-V/def2-TZVPD
C 2.35 -0.02 0.12
N -0.01 -0.70 0.32
N 2.19 1.01 -0.77
O 2.19 2.19 -0.52
O 2.00 0.43 -1.87
S 3.21 -0.96 1.00
H 0.10 -0.97 -0.64
H -0.36 0.30 0.27
```

**E_LUMO (spin up / spin down)**: -1.52 / -2.14 eV

These are the natural (NBO) partial charges, in e, on atoms 1 to 6: 0.002 -0.652 0.382 -0.324 -0.373 0.342

***

Model Q:
The following is a DFT calculation (ωB97M-V/def2-TZVPD) of a 2-piece molecular cluster, CH2N2O2S overall.

XYZ file:
```
8
CH2N2O2S ωB97M-V/def2-TZVPD
C -0.32 -0.33 -0.01
N -0.80 1.94 0.20
N -0.51 0.81 0.68
O 1.73 -1.74 -0.92
O -0.38 -1.60 0.56
S 1.28 -1.22 0.30
H -0.34 -0.48 -1.70
H -0.66 2.63 0.90
```

**E_LUMO**: -0.90 eV

These are the natural (NBO) partial charges, in e, on atoms 1 to 6: 0.114 -0.280 -0.212 -0.871 -0.632 1.466

***

Most stable structure: model Q

***

Model P:
The following is a DFT calculation (ωB97M-V/def2-TZVPD) of a 2-piece molecular cluster, CH2N2O2S overall.

XYZ file:
```
8
CH2N2O2S ωB97M-V/def2-TZVPD
C -0.23 -0.44 -1.18
N -1.08 -0.18 -0.28
N -1.51 0.32 0.66
O 0.98 -0.53 2.08
O 1.12 1.25 0.40
S 0.59 0.82 1.66
H 0.38 -1.40 -1.37
H -0.24 0.17 -1.97
```

**E_LUMO**: -0.32 eV

These are the natural (NBO) partial charges, in e, on atoms 1 to 6: -0.294 0.033 -0.075 -0.882 -0.881 1.630

***

Model Q:
The following is a DFT calculation (ωB97M-V/def2-TZVPD) of a 2-piece molecular cluster, CH2N2O2S overall.

XYZ file:
```
8
CH2N2O2S ωB97M-V/def2-TZVPD
C 0.41 1.01 1.27
N 0.14 0.04 1.93
N 1.31 -0.27 -0.76
O 0.71 0.58 -1.70
O 1.14 -1.45 -0.86
S 0.60 2.47 0.79
H 0.83 1.40 -1.19
H 0.42 -0.91 2.04
```

**Structure (SMILES)**: N=C=S.O=NO
**E_LUMO**: -0.35 eV

These are the natural (NBO) partial charges, in e, on atoms 1 to 6: 0.226 -0.637 0.325 -0.539 -0.287 -0.014

***

Model R:
The following is a DFT calculation (ωB97M-V/def2-TZVPD) of CH2N2O2S in the gas phase.

XYZ file:
```
8
CH2N2O2S ωB97M-V/def2-TZVPD
C 0.27 -0.91 -0.06
N -0.01 -2.08 0.31
N -0.81 -0.01 -0.36
O -2.11 -2.54 1.52
O -1.99 -0.81 -0.37
S -1.66 -2.40 0.16
H 1.14 -0.27 -0.16
H -0.94 0.72 0.34
```

**E_LUMO**: 0.35 eV

These are the natural (NBO) partial charges, in e, on atoms 1 to 6: 0.262 -0.670 -0.324 -0.906 -0.572 1.619

***

Model S:
The following is a DFT calculation (ωB97M-V/def2-TZVPD) of CH2N2O2S as an isolated structure.

XYZ file:
```
8
CH2N2O2S ωB97M-V/def2-TZVPD
C -3.31 0.83 0.25
N 0.35 0.51 -0.38
N -4.23 -0.15 -0.06
O -4.56 -0.88 0.85
O -4.67 -0.13 -1.19
S -1.75 1.18 0.21
H 0.75 0.61 0.55
H 0.30 -0.49 -0.59
```

**E_LUMO (spin up / spin down)**: -1.66 / -2.16 eV

These are the natural (NBO) partial charges, in e, on atoms 1 to 6: -0.079 -0.805 0.416 -0.344 -0.342 0.484

***

Most stable structure: model R